Below is a cluster of 17 separate species, C63H126O29S8 in total in a non-equilibrium geometry, with properties calculated with ωB97M-V with the def2-TZVPD basis set.

Geometry as XYZ:
```
226
Properties=species:S:1:pos:R:3:lowdin_charge:R:1
H 15.95072 19.16065 19.00752 0.07
S 12.95402 13.36892 12.49343 0.73
H 20.62251 11.12978 18.58322 0.08
H 17.98453 11.37496 21.70725 0.08
H 16.98744 12.55820 17.39051 0.09
H 16.27218 11.57056 19.79816 0.07
H 8.89306 18.78756 23.68755 0.09
H 14.67695 16.84284 17.68966 0.07
O 18.20320 8.91344 18.17926 0.04
O 17.18145 14.05236 15.49806 -0.34
S 12.96630 12.89526 24.32558 0.72
C 14.33978 12.96830 25.53185 -0.23
H 18.75726 21.71568 19.13959 0.09
O 18.32142 11.26848 18.24626 -0.05
H 18.34418 20.47284 13.80406 0.11
O 21.93195 15.91554 18.10878 -0.36
H 19.53686 20.70166 20.41495 0.07
H 20.67005 9.63438 17.76441 0.10
C 9.85198 8.74149 21.13954 -0.48
H 20.95972 12.34000 20.75137 0.06
H 10.29001 15.67410 23.22769 0.09
H 16.55140 11.61270 13.89021 0.11
C 11.64464 17.38099 10.21752 -0.22
C 19.07282 12.41198 14.59846 -0.21
C 11.81077 20.32718 16.20939 -0.23
H 20.97476 10.81004 21.52832 0.06
C 17.32454 18.25740 26.75764 -0.44
H 17.68075 14.81702 18.12952 0.10
H 16.16427 13.14006 24.60619 0.10
O 10.52374 19.52508 12.77369 -0.34
O 14.76347 14.74784 19.92458 0.01
H 16.92022 11.43418 12.18577 0.12
C 13.02237 17.55948 10.85649 -0.19
C 9.67455 16.04474 19.76497 -0.04
C 21.12338 18.46138 23.34712 -0.17
C 12.33693 11.96374 13.51167 -0.22
C 17.17473 13.35892 12.86990 -0.20
H 18.79056 18.52579 11.45451 0.09
H 13.02196 11.11776 13.45532 0.11
H 13.49735 20.28844 22.48674 0.11
H 21.91871 12.09720 22.20736 0.09
H 19.04443 10.50076 13.61102 0.12
H 20.54376 9.64586 19.59466 0.09
O 14.18360 19.26964 16.78157 -0.34
C 19.66789 14.71388 19.06055 -0.20
O 16.21726 18.52134 27.26689 0.03
O 9.92189 8.11164 22.19319 0.09
H 20.28933 18.89336 13.44247 0.11
H 10.61682 20.93332 17.97996 0.11
H 15.17382 16.53464 21.72319 0.06
S 11.21912 18.28278 12.71486 0.70
H 10.99233 17.42692 18.69242 0.10
C 16.19244 23.02100 21.25804 0.03
C 12.58646 21.79364 18.11030 -0.21
H 11.23030 20.46058 15.29650 0.10
H 10.08207 19.81150 22.90714 0.09
O 23.89965 18.35884 23.74036 -0.36
O 12.85206 11.52100 23.86519 -0.34
C 13.88500 13.89202 23.04758 -0.19
C 9.92957 17.19214 18.75171 -0.21
H 12.61584 8.55194 21.00723 0.13
H 16.20159 13.84862 12.83375 0.07
H 9.60976 17.39529 11.15819 0.10
H 17.08563 22.41798 21.09469 0.06
H 15.74176 15.07634 23.23097 0.10
H 15.86943 23.39534 20.28664 0.08
H 16.68336 18.37436 15.11678 0.09
C 14.91494 14.73584 23.85429 -0.20
S 13.55869 20.37298 16.04825 0.72
O 13.84699 20.67445 14.63179 -0.34
H 22.17452 19.07612 20.72645 0.11
H 22.38657 16.12184 21.73663 0.08
H 10.83785 22.20540 16.77144 0.11
H 17.65858 15.37914 19.71814 0.12
O 11.85667 14.08836 11.84498 -0.34
C 18.81643 10.02420 18.36307 -0.49
C 17.00461 19.04566 14.32039 -0.21
H 13.93194 10.72402 20.85084 0.06
S 20.71590 15.23112 17.62990 0.78
C 20.25016 10.10767 18.65199 0.01
H 13.92778 13.35710 26.46309 0.11
H 12.76500 15.12402 14.15999 0.09
H 16.13820 20.98822 18.74951 0.08
C 11.32701 21.37530 17.28112 -0.17
C 20.60108 18.08964 21.96137 -0.23
H 16.87238 10.81542 16.87520 0.12
H 13.12409 17.00072 18.52971 0.07
H 12.52578 19.66606 11.50924 0.10
O 10.85038 9.42001 20.50222 -0.02
H 17.57151 16.36142 25.83070 0.09
H 19.97537 15.20374 19.98445 0.09
H 8.20643 15.48022 15.62492 0.09
C 13.48529 14.33150 13.95703 -0.20
H 14.66603 11.92964 25.58501 0.10
O 20.70588 14.17446 16.58381 -0.35
H 13.19698 14.58610 22.56490 0.09
C 16.58804 19.99590 18.71715 -0.01
C 18.53915 16.73708 18.28843 -0.21
H 9.66136 16.71412 24.56409 0.08
H 9.44214 16.34810 14.72472 0.07
C 18.91818 20.70604 19.51755 -0.02
C 19.50639 16.62056 17.11569 -0.17
H 12.03170 11.74944 15.69798 0.12
H 19.77263 18.74408 21.69028 0.08
C 14.99166 17.01940 20.76406 0.00
H 13.32987 16.61926 11.31425 0.10
H 18.91086 19.87944 15.31834 0.10
H 11.29362 16.21036 24.58397 0.08
O 9.40685 16.80680 17.49770 -0.01
H 9.51225 18.14572 19.07514 0.12
H 13.68011 15.40524 17.97330 0.07
S 22.79997 17.46334 23.40121 0.73
C 14.29010 20.48573 23.20835 -0.23
H 10.30173 19.27648 24.62686 0.10
C 12.09807 9.50740 21.09155 -0.23
C 17.59286 20.04616 19.82986 -0.48
O 11.54777 17.95348 22.27484 0.01
H 15.07755 11.81050 18.53539 0.07
H 13.58745 22.74382 16.44402 0.10
H 8.64485 9.17600 19.27851 0.08
C 21.78358 18.07210 20.89135 -0.17
H 16.49844 23.87902 21.85657 0.09
H 17.76798 13.67860 12.01318 0.11
S 16.83271 18.26386 12.62527 0.72
H 14.27253 17.81906 20.94147 0.08
H 11.34043 18.28710 9.69355 0.11
H 19.54164 20.16166 18.80830 0.08
H 21.45815 17.79822 19.88776 0.08
C 15.40966 13.81806 25.00492 -0.23
H 10.71531 16.12855 11.76865 0.07
O 17.37389 19.47694 20.92355 0.03
H 20.19091 17.43266 16.87064 0.09
H 15.45278 18.80491 22.80119 0.06
O 19.72294 13.50166 22.94220 0.05
C 17.27602 11.87210 13.11836 -0.24
H 12.83841 21.23526 19.01187 0.10
H 19.00393 16.33100 16.19277 0.06
H 16.49997 17.46938 25.04721 0.06
H 9.97785 16.33556 20.77072 0.05
C 12.81992 18.70076 11.92128 -0.18
H 7.96655 9.64854 20.80150 0.09
H 19.18421 19.35926 26.79952 0.08
H 23.76753 17.03708 21.13946 0.11
C 18.63061 17.96448 12.37507 -0.19
H 19.29647 17.82370 27.59937 0.08
H 11.41232 11.67298 13.01302 0.10
H 19.48192 17.72204 14.48729 0.08
H 19.01353 17.26834 19.11354 0.10
O 18.89069 15.08886 13.98419 -0.34
O 11.00959 15.20684 16.90703 0.07
H 14.43638 13.26776 22.34446 0.09
H 19.28916 11.81096 12.51402 0.12
C 19.72962 12.36174 22.49495 -0.48
H 18.93501 12.04388 15.61513 0.09
H 11.60552 19.32924 16.59676 0.09
C 14.90291 19.18282 23.66312 -0.05
C 14.58936 15.96786 19.71916 -0.43
H 17.64828 17.30160 18.01316 0.11
C 8.57627 8.88060 20.32547 0.01
O 13.87200 22.27776 21.21592 0.06
H 14.42696 14.84826 13.77176 0.09
H 11.60316 16.57980 9.47965 0.12
C 17.00357 11.51374 17.70180 -0.17
O 11.41761 17.51682 13.98577 -0.37
H 18.94653 10.42428 22.79322 0.09
C 17.48221 17.40080 25.51476 -0.01
C 10.49955 16.50708 23.89876 -0.01
H 11.29854 13.12878 14.98270 0.09
H 13.68400 17.79986 10.02429 0.12
H 15.91534 17.44870 20.37597 0.06
H 12.19755 22.71618 18.54131 0.11
C 13.77198 21.89606 17.10385 -0.19
S 18.07999 13.95772 14.36965 0.69
H 14.40887 12.81392 15.10865 0.10
H 17.84230 11.75346 23.36030 0.07
O 22.63212 16.20484 24.13121 -0.34
H 14.77654 22.10716 17.47043 0.08
C 13.45592 13.34302 15.10197 -0.21
C 18.74815 11.53184 13.41819 -0.20
C 9.95981 19.00355 23.62852 -0.03
C 20.95877 11.87932 21.73923 -0.01
C 18.57663 11.43494 22.62044 -0.01
H 16.21427 19.79606 14.30064 0.07
C 19.32490 18.45124 13.69249 -0.18
C 12.89970 10.71234 20.50090 -0.05
C 14.99712 22.19136 21.73047 -0.48
H 18.36410 17.60470 24.90746 0.07
H 13.86474 21.07188 24.02296 0.13
H 20.09718 17.12468 22.01623 0.11
H 15.65543 10.18606 18.93354 0.08
C 18.63459 18.67628 27.44725 -0.02
C 18.44242 19.55782 14.38817 -0.21
C 15.95529 11.22710 18.81342 -0.06
H 15.89732 14.41440 25.77607 0.11
C 10.75237 17.82014 23.22533 -0.49
C 12.17689 12.48752 14.90916 -0.20
C 22.78178 17.12784 21.59569 -0.22
O 16.07564 16.99447 12.66263 -0.36
C 13.99580 16.36116 18.39118 0.00
H 20.12149 12.69452 14.50587 0.09
H 13.60790 18.84800 12.65987 0.07
H 9.68827 14.58854 15.04805 0.08
C 18.31390 15.33744 18.84813 -0.22
H 12.51127 11.67890 20.82180 0.07
H 10.28527 15.16750 19.55153 0.07
H 18.87961 16.93210 12.12948 0.09
H 17.09437 19.86444 17.76088 0.09
C 9.98818 15.85894 16.70201 -0.48
H 13.38073 13.84602 16.06605 0.10
O 11.84838 13.65968 24.86086 -0.34
H 18.53323 19.11714 28.43895 0.08
H 12.90798 10.70876 19.41094 0.07
H 11.93530 9.67041 22.15693 0.10
H 14.12782 18.50020 24.01148 0.08
H 7.99517 7.95968 20.37383 0.08
H 8.65068 15.67258 19.80093 0.08
H 15.62545 19.43714 24.43859 0.07
H 20.54290 18.23844 24.24235 0.07
H 14.39884 15.61090 24.24932 0.10
O 16.30415 19.28598 11.72517 -0.34
O 14.13736 12.90730 11.77568 -0.34
O 15.32362 21.26618 22.64184 -0.01
C 10.64684 17.14542 11.38213 -0.20
C 9.27622 15.52616 15.42112 0.02
H 21.26022 19.54166 23.39588 0.09
H 19.72859 13.66702 19.35801 0.08
```

Calculated values
- molecular weight (g mol⁻¹) = 1604.2
- 2S+1 = 1
- F_max (eV/A) = 5.131
- Kohn-Sham gap (eV) = 9.82
- electronic energy (Ha) = -7843.3699
- E_LUMO (eV) = 0.023